ORCA calculation (wB97M-V/def2-TZVPD) on a single C24H24N2O4S molecule.

ORCA input file:
```
! RIJCOSX wB97M-V def2-TZVPD def2/J DEFGRID3
* xyz 0 1
C -0.467 5.127 7.726
C -0.806 4.454 6.417
O -1.752 4.803 5.752
C 0.086 3.342 5.985
C 0.992 2.725 6.845
C 1.783 1.690 6.379
C 1.689 1.273 5.065
C 0.789 1.885 4.192
N 0.747 1.421 2.879
C -0.022 1.858 1.832
O -0.855 2.735 1.919
C 0.231 1.139 0.552
C 1.432 0.520 0.213
C 1.588 -0.108 -1.005
C 0.546 -0.147 -1.938
N 0.730 -0.789 -3.153
C -0.251 -0.741 -4.221
C -1.210 -1.904 -4.203
C -1.755 -2.386 -3.020
C -2.623 -3.466 -3.031
C -2.971 -4.091 -4.219
C -3.915 -5.253 -4.242
C -2.423 -3.605 -5.402
C -1.554 -2.532 -5.394
S 1.884 -2.003 -3.355
C 1.383 -3.281 -2.175
O 3.182 -1.528 -2.982
O 1.726 -2.510 -4.681
C -0.653 0.496 -1.605
C -0.796 1.129 -0.389
C -0.015 2.916 4.663
H -1.094 6.007 7.848
H 0.581 5.416 7.749
H -0.660 4.444 8.551
H 1.077 3.031 7.876
H 2.481 1.204 7.044
H 2.317 0.466 4.710
H 1.373 0.650 2.689
H 2.285 0.555 0.876
H 2.537 -0.546 -1.259
H 0.311 -0.763 -5.156
H -0.782 0.213 -4.172
H -1.506 -1.922 -2.077
H -3.035 -3.823 -2.097
H -4.848 -4.969 -4.729
H -4.143 -5.592 -3.235
H -3.488 -6.082 -4.804
H -2.677 -4.081 -6.338
H -1.129 -2.178 -6.321
H 1.264 -2.825 -1.200
H 2.169 -4.024 -2.155
H 0.455 -3.709 -2.531
H -1.486 0.504 -2.288
H -1.720 1.629 -0.142
H -0.724 3.400 4.011
*
```

Values from the calculation:
Lowest unoccupied orbital energy   0.2647 eV
Energy relative to the best compared isomer or geometry (same formula, charge and spin)   30.2 kcal per mole
Highest occupied orbital energy   -8.59 eV
Kohn-Sham gap   8.85 eV